(1)
A structure of composition C49H54BrHfN4O3PSTe, computed with ωB97M-V/def2-TZVPD.

Structure (XYZ):
```
115
Properties=species:S:1:pos:R:3:forces:R:3
Hf -0.19860 0.55852 -0.01633 -0.2020 2.3340 1.5055
O 1.30954 1.18223 1.12278 2.5611 1.6669 1.1937
N 2.03498 2.31751 1.03940 0.3625 0.2199 0.2229
C 3.30005 2.29823 1.51698 -0.2055 -0.1544 0.0799
C 4.06797 3.42818 1.53920 0.0760 -0.0321 -0.0976
C 3.53850 4.61804 1.02744 -0.8287 -0.1619 -0.1999
C 2.24708 4.62132 0.54017 1.0855 0.3980 0.4494
C 1.46597 3.46576 0.55596 -0.8097 -0.6730 -0.3052
S -0.12522 3.40748 -0.00836 0.1583 -0.2954 0.1475
H 3.62799 1.33384 1.87061 -0.0226 -0.0599 0.0331
H 5.07085 3.38919 1.93461 0.0345 -0.1026 0.0110
H 4.13155 5.51635 1.00631 0.0949 0.1667 0.0049
H 1.79624 5.50866 0.12823 -0.0308 0.0821 -0.0413
Br -0.80826 -0.31201 -5.90497 -0.1805 0.0035 0.0233
C -2.34090 -0.18902 -4.75598 0.4060 -0.0308 -0.4876
C -3.58030 0.02918 -5.32868 -0.6983 -0.0687 0.5497
C -4.66835 0.08008 -4.44633 0.6534 0.0644 -0.8116
C -4.44074 -0.03630 -3.09566 0.4360 -0.1652 0.8197
C -3.13613 -0.22974 -2.63385 0.0553 0.2231 -1.7331
N -2.09259 -0.31761 -3.48597 -0.6294 0.0367 0.6223
C -2.80758 -0.29582 -1.19496 -1.3402 -0.3011 2.0374
O -3.67493 -0.23445 -0.32960 0.6857 -0.3811 -1.4756
O -1.53247 -0.42557 -0.94220 -2.7345 -1.3309 -1.9890
H -3.69403 0.13507 -6.39468 -0.0062 -0.0002 -0.0670
H -5.66712 0.22474 -4.82817 -0.1017 0.0376 -0.0342
H -5.23436 0.01737 -2.37024 -0.1215 0.0250 0.1216
C 3.02739 -1.71649 1.00071 -0.2329 0.0611 0.0732
C 2.13482 -2.85073 0.48986 -0.2931 0.3949 0.2174
C 3.01835 -3.85353 -0.24150 -0.2730 0.0293 -0.0383
P 0.68055 -2.03686 -0.42999 0.9205 -1.5383 -0.6423
C -0.65436 -3.36745 -0.63110 -0.2747 0.3469 0.2191
C -0.30343 -4.78060 -0.17664 0.0931 0.2836 0.0597
C -1.26517 -3.37565 -2.02998 0.0308 0.1866 0.1478
C 1.36658 -1.83777 -2.10523 -0.1619 0.5178 0.2174
C 1.75390 -2.89720 -2.92292 -0.0101 0.2367 -0.1085
C 2.35318 -2.69849 -4.15319 -0.0088 -0.1856 0.0050
C 2.79394 -3.84955 -5.01326 0.0038 0.1209 0.0003
C 2.54663 -1.38305 -4.56505 -0.0348 -0.1101 0.1371
C 2.14280 -0.32009 -3.79312 -0.0314 0.1563 -0.0071
C 1.53027 -0.49745 -2.53303 0.1313 -0.8628 -0.5697
N 1.12918 0.56769 -1.76929 -0.3187 0.2108 0.3106
C 1.67113 1.80645 -2.17175 0.2824 0.5297 -0.2618
C 0.87682 2.79253 -2.77239 0.1664 -0.4277 -0.0483
C -0.57845 2.52904 -3.03506 0.0958 0.0667 0.1281
C 1.45427 4.00286 -3.13428 0.1325 -0.0081 0.0168
C 2.79746 4.26633 -2.91180 -0.0135 0.0256 0.0046
C 3.42245 5.58130 -3.27897 -0.0078 -0.1127 -0.0455
C 3.58000 3.27597 -2.33317 -0.1299 -0.0471 -0.1244
C 3.04145 2.05612 -1.97356 -0.1567 -0.1472 0.0469
C 3.90906 0.97777 -1.40135 -0.0413 0.0493 0.0081
H 3.63844 -2.06985 1.83177 0.1066 -0.0248 0.0550
H 2.42402 -0.87291 1.34538 0.1911 -0.0728 0.0728
H 3.69266 -1.38395 0.20437 0.0630 0.0197 -0.0260
H 1.66424 -3.33082 1.35796 0.0374 0.1481 -0.2028
H 3.40864 -3.42435 -1.16252 0.1034 -0.0333 -0.0096
H 2.48996 -4.77217 -0.47760 0.0093 -0.1353 -0.0961
H 3.86318 -4.10664 0.40164 0.0398 -0.0285 0.0495
H -1.43003 -3.00245 0.05654 0.1918 -0.0075 -0.1219
H 0.45371 -5.23000 -0.81520 0.0693 -0.1100 -0.0590
H -1.19942 -5.40271 -0.22988 -0.0151 -0.0085 -0.0025
H 0.04756 -4.78372 0.85384 0.0405 -0.0807 0.0574
H -0.64261 -3.89928 -2.74991 0.0402 -0.0744 -0.0968
H -1.40625 -2.35889 -2.38441 -0.0050 -0.0442 -0.1771
H -2.23629 -3.86867 -1.98601 -0.0979 -0.0879 -0.0286
H 1.58788 -3.91060 -2.58358 0.0149 -0.0876 0.0500
H 2.53907 -4.80133 -4.55075 0.0193 -0.0747 -0.0055
H 3.87224 -3.81809 -5.17465 0.0804 -0.0994 -0.0049
H 2.32258 -3.80774 -5.99478 -0.0631 -0.0583 -0.0903
H 3.01881 -1.20308 -5.52200 0.0282 0.1068 -0.1235
H 2.28054 0.68510 -4.16454 0.0310 0.0452 -0.0694
H -0.72500 2.22920 -4.07463 -0.0600 -0.1003 -0.0054
H -1.15554 3.43395 -2.84901 -0.1094 -0.0161 0.0185
H -0.94422 1.71984 -2.38922 -0.0283 0.3020 -0.4234
H 0.83257 4.75854 -3.59713 -0.0736 0.1115 -0.0074
H 2.67839 6.28351 -3.64749 -0.0200 0.1000 0.0054
H 4.16926 5.43264 -4.05877 0.0785 0.0947 -0.0739
H 3.93121 6.01539 -2.41691 -0.0078 0.1074 0.0061
H 4.63557 3.44749 -2.16703 0.1411 0.0864 0.0504
H 4.74791 1.40064 -0.85055 0.0979 0.0006 -0.0056
H 4.28960 0.34181 -2.20445 0.0627 -0.0675 0.0650
H 3.31626 0.34708 -0.74172 0.1113 0.0263 0.0326
N -2.00695 1.54457 0.99931 1.4685 -0.8299 -0.9051
C -2.98452 2.06949 1.35504 -1.0267 0.7452 0.6117
C -4.07265 2.77546 1.83892 1.0823 -0.7437 -0.5225
C -5.02027 2.16726 2.68935 -0.7762 -0.1972 0.5147
C -6.02161 2.92620 3.24749 0.2740 -0.5186 -0.0771
C -6.12471 4.28683 2.96642 -0.5412 0.4485 0.2773
C -5.22487 4.87962 2.08352 0.4261 -0.0481 -0.2813
C -4.20963 4.14529 1.51956 -0.2379 0.9174 -0.0758
H -4.93353 1.11094 2.88949 -0.0543 -0.1050 0.0902
H -6.73502 2.46706 3.91822 -0.0447 -0.1027 0.0428
H -6.90220 4.88055 3.42393 -0.0989 0.0394 0.0331
H -5.32462 5.93047 1.84829 0.0362 0.0984 -0.0580
H -3.50164 4.59846 0.84061 0.0527 0.0867 -0.0324
C -1.76588 -3.37364 8.16502 0.0668 0.0691 -0.0824
C -1.45914 -2.74123 6.83696 0.0387 0.0201 0.0058
C -2.44514 -2.16775 6.05340 0.0530 -0.1617 0.1416
C -2.17082 -1.64460 4.79938 -0.1789 0.2354 -0.3731
C -3.28571 -1.03152 4.00850 0.0497 -0.0301 0.0148
C -0.87297 -1.68384 4.28419 -0.0413 0.4678 -0.3097
Te -0.48939 -1.24479 2.15209 -0.2165 -1.7538 2.1420
C 0.13892 -2.20165 5.09840 0.3198 0.1462 -0.2922
C 1.58197 -2.23803 4.68411 -0.1120 0.0986 -0.1064
C -0.16444 -2.71954 6.34850 -0.2577 -0.0569 0.0767
H -2.82926 -3.32282 8.39036 -0.0465 -0.0037 0.0378
H -1.21691 -2.87425 8.96365 -0.0057 -0.0238 0.1074
H -1.46388 -4.42126 8.15359 -0.0252 -0.0643 0.1037
H -3.45972 -2.13947 6.42441 -0.1835 0.0202 0.0195
H -4.21060 -1.02430 4.58022 -0.1064 0.0495 0.0481
H -3.44511 -1.58272 3.08275 -0.0237 0.0410 -0.1350
H -3.02060 -0.01017 3.73993 -0.0734 0.0801 -0.1186
H 1.74851 -1.55575 3.85711 0.1621 0.0157 -0.0923
H 1.85484 -3.24342 4.36788 0.1209 -0.1087 -0.1355
H 2.21902 -1.96121 5.52092 0.1140 0.0069 0.0953
H 0.63563 -3.13058 6.95010 0.1426 -0.0523 0.0758
```
Forces are in eV/Å.

The HOMO energy (spin up / spin down) is -1.5 / -4.4 eV. As for the spin multiplicity: 2. As for the largest force on an atom: 3.6 eV/A. The total charge is -1. The calculation puts the LUMO energy (spin up / spin down) at 2.07 / 2.07 eV. The value obtained for the HOMO-LUMO gap (spin up / spin down) is 0.1303 / 0.2365 hartree.

Atom charges from the Mulliken analysis, given in e for atoms 1 to 6: Hf -0.26; O -0.13; N 0.26; C -0.40; C -0.83; C -0.26

=====

(2)
A cluster of 4 separate species, C49H55BN6O13S in total, computed with ωB97M-V/def2-TZVPD.

Structure (XYZ):
```
125
Properties=species:S:1:pos:R:3:forces:R:3
C -0.15504 -1.84570 3.72532 -0.1097 0.6446 0.5064
C 0.69045 -0.56466 3.41005 -0.6090 -0.2159 0.1191
C 0.89380 -0.33327 1.91963 -0.0281 0.0152 0.4784
C 1.89110 -1.06778 1.28185 0.7003 -0.1927 0.9670
S 2.80626 -2.27076 2.26693 -0.0234 -0.1851 0.0855
C 2.15295 -0.88023 -0.05699 0.4761 -0.4197 -0.6394
C 1.39907 0.04069 -0.76676 0.2911 -0.1846 -1.2089
C 0.38252 0.78709 -0.18077 -0.3523 1.0579 0.4898
C -0.42338 1.76394 -1.03721 -0.9570 -0.6090 -0.0276
C -1.48149 0.90914 -1.78625 -0.1694 -0.1842 0.3604
O -1.86781 1.52010 -3.00300 0.1220 0.2828 0.1254
C 0.11853 0.59380 1.18919 -0.1319 0.0161 0.1878
C -0.95023 1.34228 1.98444 0.3452 -0.3922 0.5159
C -2.08007 0.41732 2.53580 -0.3627 0.8908 -0.0707
C -3.45454 0.89660 1.99465 -0.3384 -0.8730 0.6696
C -4.36043 -0.31901 1.74963 0.0477 0.0698 -0.2256
N -5.58062 0.05871 0.94606 0.9965 -0.8077 0.0367
C -5.69185 -0.86367 -0.12650 0.0199 0.3918 -0.2724
C -5.97039 -2.32604 0.21540 0.1822 0.6697 0.0993
O -5.54861 -0.49519 -1.27579 -0.3311 -0.1549 0.2593
C 1.76308 0.20050 -2.23158 -0.0904 0.3095 -0.2599
O 1.68621 1.26972 -2.79864 0.2661 -0.4289 0.2215
C 2.27734 -1.03585 -2.96055 -0.2954 0.5654 1.1780
C 2.03657 -1.24383 -4.30138 -0.1507 0.9272 -1.5808
C 1.26210 -0.25025 -5.15443 -0.2724 -0.4150 -0.4525
N -0.17025 -0.52987 -4.94727 -0.3543 0.2090 -0.3771
C -0.97534 0.36037 -5.80522 0.4511 0.3546 0.0583
C 2.51727 -2.39447 -4.93203 0.0543 0.2861 0.6480
N 2.27549 -2.56210 -6.34607 0.9755 -1.4080 -0.1447
C 1.60661 -3.82488 -6.65865 -1.3900 -0.1093 -0.3429
C 2.29739 -5.18528 -6.73042 0.6101 -0.0523 -0.1613
O 0.42512 -3.77730 -6.91219 0.8227 0.0225 0.4278
C 3.48084 -2.30260 -7.14921 0.4051 1.2174 -0.8195
C 4.77114 -3.11312 -7.06645 0.1852 -0.3629 0.4896
O 3.45222 -1.35375 -7.89799 -0.2088 -0.7618 0.5771
C 3.22806 -3.30528 -4.16501 -0.1350 -0.3894 -0.5173
C 3.46815 -3.09438 -2.82448 1.0738 -0.8917 1.0381
B 4.28014 -4.22317 -2.05150 0.1924 0.0666 0.6169
C 3.58191 -5.52727 -1.46280 0.3855 0.4655 -0.6897
O 5.64307 -4.08097 -1.92846 -0.3128 -0.2910 -0.9231
C 3.01088 -1.94872 -2.20708 -0.4602 0.3462 -0.1970
C 3.26017 -1.63452 -0.76800 -0.0278 0.3928 0.6860
O 4.28721 -1.92694 -0.18445 -0.4239 -0.1793 -0.7297
H -0.45874 -2.39960 2.83210 0.3361 -0.0855 0.1612
H 0.38893 -2.46512 4.44423 -0.0808 -0.2002 -0.4054
H -1.07981 -1.53613 4.22883 0.1502 -0.1827 -0.1159
H 1.64482 -0.67634 3.92852 -0.0309 0.1322 -0.3539
H 0.18677 0.28264 3.88122 0.1466 -0.0809 -0.2182
H 3.99928 -1.64949 2.40221 -0.4151 0.0168 -0.3056
H 0.20090 2.33008 -1.72752 -0.1178 -0.3489 0.0708
H -0.99406 2.49409 -0.46119 0.4845 -0.4945 0.0712
H -2.36906 0.80790 -1.13341 0.2400 0.0214 -0.0433
H -1.11262 -0.12134 -1.92845 0.0502 0.2925 -0.3689
H -2.72729 1.17987 -3.26862 0.0389 -0.1016 0.0566
H -0.43858 1.77977 2.85391 -0.0616 0.0681 -0.3047
H -1.42047 2.17833 1.47649 0.4106 -0.3874 -0.2028
H -1.89584 -0.64286 2.33444 -0.0809 0.2667 -0.3004
H -2.13497 0.50044 3.63044 0.1648 -0.0663 -0.2180
H -3.36142 1.46116 1.05962 0.0989 -0.1439 0.1617
H -3.89991 1.54591 2.76864 0.0677 -0.0379 -0.5703
H -3.76226 -1.02499 1.14990 -0.0771 0.1032 0.2342
H -4.62351 -0.83542 2.68081 -0.0723 0.2147 -0.1160
H -5.33787 0.95561 0.53366 -0.3641 -0.0395 -0.1920
H -6.77520 -2.37999 0.95506 0.0611 -0.1240 -0.2226
H -5.07873 -2.78638 0.65828 -0.1659 0.0842 -0.1049
H -6.20775 -2.82381 -0.72504 -0.0908 -0.0611 0.2634
H 1.52726 0.78577 -4.94592 -0.3018 -0.2221 0.3234
H 1.47592 -0.41183 -6.22365 0.3197 -0.0072 0.3571
H -0.32056 -1.46240 -5.32764 0.1113 -0.0678 0.2310
H -0.40341 0.60087 -6.72009 -0.3613 -0.0262 0.0122
H -1.92711 -0.09818 -6.09185 0.1855 -0.0216 0.1590
H -1.17722 1.29636 -5.27295 0.0444 -0.1923 -0.1239
H 1.76131 -5.95378 -6.16506 -0.2049 0.4226 -0.0210
H 2.28410 -5.51715 -7.77777 -0.0315 0.1593 0.1832
H 3.33603 -5.20100 -6.39479 -0.2152 0.1126 -0.0683
H 4.69069 -4.08097 -7.57544 -0.1320 0.2772 -0.0261
H 5.08807 -3.33465 -6.03951 -0.2975 0.0950 -0.1337
H 5.58830 -2.55329 -7.52627 -0.3655 0.0498 -0.0901
H 3.60839 -4.21280 -4.62596 -0.0678 0.0919 0.0940
H 4.20071 -5.94046 -0.65838 -0.3559 -0.0191 0.0025
H 3.54505 -6.26955 -2.27938 -0.1955 0.0575 0.2663
H 2.56081 -5.29599 -1.14601 0.1574 -0.2988 0.0962
H 6.04956 -4.95293 -1.85829 0.1306 0.1587 0.4979
O -5.39255 1.94174 6.27287 -0.0277 -0.0067 -0.0001
N -5.15560 2.73080 5.38268 0.0558 -0.0751 0.0343
O -4.10888 2.78553 4.76720 0.0455 0.0094 0.0057
C -6.20458 3.69286 5.02161 -0.2406 0.2422 -0.0855
C -7.39825 3.68862 5.72098 -0.1635 -0.0880 0.1969
C -8.37614 4.61346 5.39090 0.0690 0.0737 -0.1154
C -8.15380 5.52550 4.36788 -0.0173 0.0151 -0.0068
C -6.95440 5.51136 3.66828 -0.1034 -0.0501 0.1102
C -5.97149 4.59107 3.99504 0.1646 0.1232 -0.2171
H -7.57437 2.98013 6.51745 0.1589 -0.0459 -0.0353
H -9.31168 4.62522 5.93359 0.0213 -0.0288 0.0059
H -8.91740 6.25032 4.11563 0.0083 -0.0200 -0.0012
H -6.78465 6.22125 2.86962 0.0223 -0.0203 0.0054
H -5.03736 4.58397 3.45088 0.0428 -0.1308 0.1172
O 6.42260 -1.63037 7.08275 0.0301 -0.0247 0.0072
N 6.17988 -1.64542 5.89309 -0.0712 0.1016 0.0674
O 5.36590 -0.92969 5.34537 0.0048 -0.0088 -0.0397
C 6.92029 -2.60053 5.05694 0.1605 -0.2256 -0.1823
C 7.82975 -3.45840 5.64982 0.1372 -0.1166 0.2148
C 8.50805 -4.37243 4.85905 -0.0599 0.0373 -0.1437
C 8.27464 -4.41686 3.49040 -0.0010 -0.0002 0.0145
C 7.36600 -3.54326 2.90799 0.1025 -0.1051 0.0653
C 6.68396 -2.62958 3.69487 -0.1294 0.0616 -0.2490
H 8.01339 -3.42634 6.71402 -0.1230 0.1177 -0.0049
H 9.21739 -5.05315 5.31036 -0.0127 0.0266 0.0236
H 8.80201 -5.13566 2.87603 0.0010 0.0180 0.0102
H 7.18599 -3.57617 1.84150 -0.0402 0.0483 0.0192
H 5.97754 -1.95468 3.23613 0.0061 0.0733 0.1539
O -2.53091 3.74555 0.83516 -0.4796 0.3340 -0.0601
N -1.71436 4.60175 0.54974 0.1676 0.0255 -0.0324
O -0.53951 4.36995 0.36490 0.1222 0.5004 0.1851
C -2.17934 5.98662 0.42342 -0.1281 0.3108 -0.0286
C -3.51108 6.27729 0.66299 -0.2605 -0.0730 0.0918
C -3.94205 7.59022 0.56482 0.1281 0.0606 -0.0261
C -3.04335 8.59339 0.22600 -0.0023 0.0141 -0.0002
C -1.71236 8.28482 -0.02108 -0.1579 -0.0145 0.0387
C -1.27417 6.97400 0.07794 0.2797 0.0770 -0.0601
H -4.21264 5.49825 0.92619 0.1368 -0.1034 -0.0309
H -4.97899 7.83320 0.75490 0.0071 -0.0289 -0.0126
H -3.38150 9.61932 0.15501 0.0036 -0.0190 -0.0085
H -1.01506 9.06733 -0.28775 0.0150 -0.0359 -0.0024
H -0.23702 6.73726 -0.11217 -0.0529 -0.1571 0.0380
```
Forces are in eV/Å.

The HOMO energy is -8.4 eV. As for the spin multiplicity: 1. As for the largest force on an atom: 1.8 eV/A. The calculation puts the LUMO energy at -0.79 eV. Its SMILES is CCc1c(S)c2c(c(CCO)c1CCCCNC(C)=O)C(=O)c1c(CNC)c(N(C(C)=O)C(C)=O)cc(B(C)O)c1C2=O.O=[N+]([O-])c1ccccc1.O=[N+]([O-])c1ccccc1.O=[N+]([O-])c1ccccc1. The value obtained for the HOMO-LUMO gap is 0.2788 hartree.

Atom charges from the Mulliken analysis, given in e for atoms 1 to 6: C -1.25; C -1.51; C -0.07; C 0.84; S -0.19; C 0.65